[1]
The following is a DFT calculation (the ωB97M-V functional and the def2-TZVPD basis) of a 2-piece molecular cluster, C22H39F2NO9P2S overall.

```
76
Properties=species:S:1:pos:R:3
C -4.88510 2.39925 0.69886
C -4.69058 3.76259 -0.10331
C -3.13763 3.86414 -0.45480
C -2.87276 2.86388 -1.65311
C -1.45193 2.13320 -1.54647
C -1.65697 0.91717 -0.58461
C -0.68810 -0.30042 -0.73315
F -0.43582 -0.36295 -2.12263
C -1.20062 -1.60556 -0.02446
C -0.69269 -3.02716 -0.50147
C -0.67438 -3.29610 -2.05740
C -2.76960 -1.82621 0.05341
C -3.49640 -1.78443 -1.33133
O -4.60596 -2.21999 -1.37037
N -0.57966 -1.48358 1.36137
P -1.28158 -2.27266 2.75184
O -2.51698 -1.57129 3.14548
O -0.31566 -2.29800 4.07518
O -1.69784 -3.84050 2.44455
C 0.48315 -0.71921 1.28578
C 1.41395 -0.38983 2.49635
C 2.57023 -1.43810 2.73536
C 3.10266 -1.34112 4.24109
C 2.22654 -2.94700 2.47563
C 0.79660 -0.09881 -0.14918
C 1.95753 -1.02166 -0.69994
C 2.65078 -0.49370 -1.97712
O 3.77806 -0.21365 -1.92747
F 2.03179 -0.36234 -3.18825
P 1.54981 1.62950 -0.12801
O 1.60818 2.37294 -1.59265
O 3.14045 1.46564 0.37944
S 0.72504 2.81515 1.18352
H -4.95480 1.55378 -0.03732
H -3.94925 2.23867 1.28997
H -5.79667 2.38541 1.33654
H -5.05177 4.65002 0.46351
H -5.22517 3.61608 -1.07827
H -2.49286 3.67100 0.43569
H -2.99359 4.89212 -0.88101
H -2.80110 3.46994 -2.59775
H -3.70533 2.13655 -1.82847
H -1.17558 1.89928 -2.59737
H -0.76460 2.92847 -1.18527
H -2.74343 0.65559 -0.65094
H -1.52564 1.30472 0.46882
H -1.38117 -3.80664 -0.07894
H 0.31643 -3.32294 -0.10413
H 0.37103 -3.20257 -2.45913
H -0.99547 -4.35225 -2.24172
H -1.28663 -2.58445 -2.65433
H -3.16922 -0.94583 0.63488
H -3.07903 -2.72859 0.61920
H -2.98278 -1.31925 -2.21420
H -0.11035 -3.22535 4.30365
H -2.18681 -4.12686 3.24493
H 1.92595 0.59891 2.35600
H 0.75500 -0.22169 3.39186
H 3.46516 -1.20059 2.10044
H 2.68559 -2.22228 4.79791
H 2.75128 -0.41443 4.74751
H 4.21035 -1.47304 4.25902
H 3.20288 -3.47537 2.29263
H 1.78026 -3.47952 3.35323
H 1.59606 -3.15844 1.57886
H 1.69731 -2.09024 -0.88661
H 2.75374 -1.04582 0.08759
H 2.54453 2.53083 -1.87834
H 3.66333 2.17369 -0.05731
C 5.00808 2.00735 -3.70412
C 5.43602 3.46949 -3.57562
O 6.56282 3.75349 -4.02214
O 4.57639 4.21245 -3.01968
H 5.77654 1.39862 -4.18402
H 4.81650 1.60253 -2.71013
H 4.09149 1.93794 -4.29753
```

Its energy above the lowest of the compared OMol25 structures with the same formula, charge and spin is 0.0000 eV. As for the charge: 0.

Mulliken atomic charge list, values in e, 8 entries: -0.594 -0.831 -0.396 -1.035 -0.636 -1.247 2.138 -0.485



[2]
The following is a DFT calculation (the ωB97M-V functional and the def2-TZVPD basis) of a 4-piece molecular cluster, C22H39N2O9PS overall.

```
74
Properties=species:S:1:pos:R:3
C 1.85086 -3.50336 2.58050
C 2.42471 -4.60070 1.65513
S 1.26795 -5.24353 0.42666
C 0.96667 -3.88390 -0.75497
N 1.12976 -2.54044 -0.21533
C 2.38936 -1.94489 -0.35001
O 3.44487 -2.48982 -0.49442
C 2.13500 -0.47975 -0.30986
C 3.04089 0.55912 -0.25264
C 2.54278 1.86707 -0.23605
C 3.48139 3.06859 -0.16535
P 5.19131 2.77711 0.35783
O 5.86979 4.05563 0.56174
O 5.91372 1.93996 -0.80800
O 5.19504 1.92620 1.70892
C 1.14364 2.10167 -0.28408
C 0.66945 3.53706 -0.32225
C 0.22055 1.03044 -0.31084
C -1.29017 1.23873 -0.33298
C -1.75104 2.03577 0.91173
C -3.22556 1.90198 1.30813
C -3.85142 0.50348 1.18928
N -4.73039 0.43257 0.00901
C -5.89151 -0.29991 0.17405
C -6.30890 -1.11835 -1.03082
O -6.55550 -0.27059 1.18062
C 0.77785 -0.25289 -0.33626
C 0.11063 -1.58810 -0.41110
O -1.03465 -1.88481 -0.60466
H 2.21071 -2.53180 2.25265
H 2.13581 -3.69261 3.60911
H 0.77073 -3.51131 2.47407
H 2.63426 -5.46889 2.27541
H 3.37253 -4.31263 1.21371
H -0.04116 -4.02871 -1.12368
H 1.64430 -4.02804 -1.59010
H 4.09767 0.33690 -0.21223
H 3.48702 3.62173 -1.10127
H 3.07201 3.74872 0.57889
H 5.24377 1.67532 -1.45124
H 4.29923 1.69202 1.98436
H 0.53876 3.90643 0.69240
H -0.30251 3.56515 -0.80277
H 1.32984 4.17154 -0.89904
H -1.72487 0.25012 -0.39811
H -1.49791 1.75316 -1.26953
H -1.59785 3.07713 0.64629
H -1.08663 1.85164 1.74400
H -3.86435 2.60967 0.79087
H -3.27531 2.18372 2.36087
H -4.42037 0.29525 2.08670
H -3.08594 -0.26020 1.11603
H -4.21645 0.14215 -0.81176
H -5.48862 -1.78869 -1.27961
H -7.22588 -1.64618 -0.81562
H -6.43608 -0.43183 -1.86715
C -4.66328 3.16664 -2.04817
O -3.23943 3.26593 -1.96582
H -4.98163 2.40320 -1.34397
H -5.12627 4.12026 -1.78301
H -4.97117 2.87632 -3.05637
H -2.95915 3.93700 -2.59398
C -0.97213 -0.94189 3.56028
O -0.94266 -0.43646 2.22513
H -0.80825 -0.10378 4.23351
H -1.94232 -1.39287 3.78374
H -0.18520 -1.68221 3.71623
H -1.09202 -1.18023 1.63218
C 4.65718 -2.51344 -3.71057
O 3.54006 -3.39152 -3.69923
H 5.13175 -2.58951 -4.68557
H 4.33875 -1.47927 -3.54649
H 5.37384 -2.79912 -2.93719
H 3.14210 -3.31318 -2.82796
```

As for the charge: 0. The calculation puts the total energy at -64980.93532 eV.

Mulliken atomic charge list, values in e, 8 entries: -0.809 -0.481 -0.174 -0.361 0.775 -0.141 -0.552 -1.134



Q: charge of number 1 (C22H39F2NO9P2S)?
A: 0